C8H22AlClScSi | ωB97M-V/def2-TZVPD

Geometry (Å):
Sc 0.034 0.152 0.159
Cl -0.200 2.089 -1.283
Si 1.381 0.386 3.169
Al 0.581 0.096 -2.896
C 0.397 1.989 3.273
C 0.464 -1.305 -1.560
C -1.972 -0.218 0.895
C -0.713 0.118 -4.377
C 2.952 0.556 4.192
C 0.344 -0.986 3.927
C 1.832 0.047 1.401
C 2.386 0.783 -3.288
H 0.980 2.825 2.863
H 3.122 0.044 -2.940
H 0.884 -1.943 3.885
H 0.182 2.213 4.328
H 2.319 -0.937 1.235
H -2.510 0.742 0.941
H -0.565 1.948 2.741
H -0.188 0.325 -5.322
H -2.055 -0.731 1.862
H 2.607 1.745 -2.806
H -1.515 0.856 -4.253
H 2.502 0.901 -4.375
H 2.536 0.792 0.970
H -1.167 -0.880 -4.450
H -2.480 -0.838 0.125
H -0.623 -1.121 3.429
H 3.537 -0.376 4.157
H -0.367 -2.040 -1.550
H 1.374 -1.879 -1.315
H 3.589 1.359 3.797
H 0.150 -0.760 4.986
H 2.737 0.779 5.243

Values from the calculation:
Relative energy (zero: lowest compared OMol25 entry of this formula, charge and spin) (eV): 0.0000
Charge: -1
LUMO energy (eV): 3.0

C8H22Br2O3 | ωB97M-V/def2-TZVPD

Geometry (Å):
Br 11.649 -14.914 4.008
Br 15.978 -16.684 4.787
O 14.704 -14.533 9.040
O 18.454 -16.421 9.273
O 10.546 -15.601 -1.191
C 13.922 -13.391 8.996
C 18.893 -16.218 6.950
C 12.729 -13.472 8.030
C 17.752 -16.299 8.024
C 12.629 -15.650 0.130
C 13.483 -15.328 4.684
C 14.388 -16.124 3.754
C 11.341 -14.843 -0.321
H 19.412 -15.309 7.254
H 14.537 -12.510 8.814
H 13.165 -16.015 -0.746
H 17.040 -15.475 8.062
H 10.541 -15.206 -2.066
H 13.893 -17.052 3.466
H 18.892 -17.269 9.382
H 13.287 -15.926 5.574
H 11.679 -13.960 -0.862
H 18.371 -16.181 5.993
H 13.304 -15.148 0.823
H 13.079 -13.703 7.024
H 13.895 -14.367 4.994
H 15.414 -14.281 9.635
H 17.185 -17.231 8.023
H 19.631 -17.020 6.925
H 11.919 -14.112 8.381
H 14.681 -15.672 2.807
H 13.473 -13.148 9.959
H 10.830 -14.399 0.534
H 12.232 -16.527 0.641
H 12.231 -12.509 7.915

Values from the calculation:
SMILES: BrCCBr.CCO.CCO.CCO
LUMO energy (eV): 0.5

C8H22FInN2O2 | ωB97M-V/def2-TZVPD

Geometry (Å):
In -1.062 -1.134 -1.912
F 1.856 -1.269 -1.519
O -1.167 -1.029 0.987
O -0.980 1.430 -0.601
N 0.289 -3.273 0.038
N 0.919 1.234 -2.661
C 0.355 1.896 -0.292
C -1.997 2.320 -0.143
C 1.600 -3.454 2.034
C 1.038 2.323 -1.666
C 0.128 -1.379 1.528
C -2.186 -0.805 1.985
C 0.435 3.539 -2.422
C 0.297 -2.891 1.444
H 0.882 1.042 0.134
H -1.908 3.272 -0.666
H 0.339 -4.281 0.074
H 2.452 -2.922 1.610
H -1.852 0.113 2.470
H 0.797 3.650 -3.444
H 0.351 2.740 0.397
H 0.592 4.478 -1.892
H 1.749 0.662 -2.608
H 1.633 -4.529 1.858
H 0.227 -0.954 2.527
H -2.946 1.876 -0.442
H -3.142 -0.608 1.499
H 0.992 1.536 -3.622
H 1.197 -3.026 -0.329
H -2.339 -1.532 2.783
H 0.923 -0.982 0.896
H -0.635 3.413 -2.582
H 1.583 -3.251 3.104
H -0.563 -3.360 1.920
H 2.068 2.559 -1.399
H -1.925 2.595 0.909

Values from the calculation:
Relative energy (zero: lowest compared OMol25 entry of this formula, charge and spin) (eV): 3.0625
Charge: +2
LUMO energy (eV): -13.1

C8H22LiNO4 | ωB97M-V/def2-TZVPD

Geometry (Å):
O 1.088 -0.662 2.031
O -2.464 -0.224 -3.108
O 2.007 1.359 -0.056
O -0.869 2.028 0.201
N -0.038 -1.422 -0.496
C -1.062 -0.366 -2.507
C -0.281 -2.307 0.759
C 2.631 2.471 0.718
C 0.942 -2.002 1.769
C 1.924 -0.313 3.063
C -1.511 1.448 1.351
C -2.406 0.916 -3.920
C -1.340 -1.336 -1.228
Li 0.338 0.274 0.494
H 1.772 2.922 1.243
H -1.761 0.376 1.177
H -2.114 -0.880 -0.717
H 1.769 -2.460 1.385
H -0.128 -0.735 -3.066
H -0.827 0.528 -2.200
H -0.252 -3.233 0.624
H -1.170 1.561 2.277
H 0.667 -2.734 2.565
H 1.958 0.808 3.115
H -3.430 0.752 -4.408
H -2.497 1.943 1.349
H 2.823 -0.673 2.923
H 3.419 2.241 1.340
H 1.465 -0.707 4.045
H 2.514 1.006 -0.884
H -1.503 -2.277 -1.548
H 2.872 3.271 -0.082
H -2.133 1.817 -3.389
H -1.868 0.632 -4.908
H 0.642 -1.950 -0.919
H -1.175 -2.076 1.008

Values from the calculation:
Relative energy (zero: lowest compared OMol25 entry of this formula, charge and spin) (eV): 1.3476
LUMO energy (eV): 0.0

Please write out number 1 again, unchanged.
C8H22AlClScSi | ωB97M-V/def2-TZVPD

Geometry (Å):
Sc 0.034 0.152 0.159
Cl -0.200 2.089 -1.283
Si 1.381 0.386 3.169
Al 0.581 0.096 -2.896
C 0.397 1.989 3.273
C 0.464 -1.305 -1.560
C -1.972 -0.218 0.895
C -0.713 0.118 -4.377
C 2.952 0.556 4.192
C 0.344 -0.986 3.927
C 1.832 0.047 1.401
C 2.386 0.783 -3.288
H 0.980 2.825 2.863
H 3.122 0.044 -2.940
H 0.884 -1.943 3.885
H 0.182 2.213 4.328
H 2.319 -0.937 1.235
H -2.510 0.742 0.941
H -0.565 1.948 2.741
H -0.188 0.325 -5.322
H -2.055 -0.731 1.862
H 2.607 1.745 -2.806
H -1.515 0.856 -4.253
H 2.502 0.901 -4.375
H 2.536 0.792 0.970
H -1.167 -0.880 -4.450
H -2.480 -0.838 0.125
H -0.623 -1.121 3.429
H 3.537 -0.376 4.157
H -0.367 -2.040 -1.550
H 1.374 -1.879 -1.315
H 3.589 1.359 3.797
H 0.150 -0.760 4.986
H 2.737 0.779 5.243

Values from the calculation:
Relative energy (zero: lowest compared OMol25 entry of this formula, charge and spin) (eV): 0.0000
Charge: -1
LUMO energy (eV): 3.0